Here is a cluster of 7 separate species, C20H50N6O6P in total in a non-equilibrium geometry from the Open Molecules 2025 dataset. Energies are from ωB97M-V with the def2-TZVPD basis set.

## Properties
Energy relative to the best compared isomer or geometry (same formula, charge and spin) = 180.1 kJ/mol
E_LUMO = -3.359 eV
Charge = +1
HOMO = -0.3732 Eh

Last column: Mulliken charge in e.
Element x y z (Å)
N: -2.1311 1.3948 0.9369  -0.024
H: 5.5464 -0.1311 -4.5877  0.240
C: -4.2130 -2.3330 3.5984  0.826
H: -3.0110 -3.0426 5.0329  0.237
H: 2.3224 1.9727 -4.7659  0.163
H: -0.2193 1.9212 1.6811  0.328
C: -0.8525 -3.7117 -4.7088  -0.912
H: 3.8832 0.6767 3.9853  0.371
H: -1.6548 2.7901 -5.3518  0.416
P: 0.6868 2.9776 -6.5427  0.227
C: 2.4345 2.4805 -5.8401  -0.721
H: -2.6253 -4.0248 2.2049  0.325
H: 6.7331 0.8543 -3.6930  0.285
H: 7.2630 -0.6131 -4.5539  0.293
H: 0.0657 1.9467 -0.6468  0.373
H: -1.7578 2.0774 5.0816  0.121
C: -0.5653 2.4060 -5.1650  -0.432
H: 3.0406 3.4750 -5.7218  0.394
H: -1.3026 -0.1400 -2.8724  0.088
N: 2.1836 -0.6927 2.2898  -0.001
H: -4.5623 1.3647 5.9407  0.323
H: -0.8566 3.0248 -1.7123  0.082
H: 3.5910 -0.5173 0.7913  0.273
O: 0.8919 -0.6183 -4.0220  -0.618
H: -0.8973 0.3666 2.2322  0.171
H: 2.9242 1.6799 -6.5388  0.330
C: -4.1092 3.7028 6.8262  -1.186
H: -1.5614 1.8983 2.8550  0.137
H: 7.0653 -1.0214 -2.1359  0.254
H: -3.0168 0.9361 1.1204  0.148
H: -0.4072 -4.6020 -4.2567  0.301
H: -1.7892 -3.4762 -4.2038  0.351
H: 1.0153 -2.7636 -5.0628  0.261
C: -2.3565 -4.0148 3.2611  -0.831
C: -2.8056 3.4137 6.1411  0.825
C: -0.7764 2.6440 -0.6902  -1.135
H: -0.4638 1.2286 -5.1410  0.030
H: -0.0900 2.7896 -4.1503  0.152
N: -3.1849 -3.1209 4.0368  -0.150
H: 3.6066 -0.4861 -3.3179  0.217
H: -2.4654 -5.0207 3.6755  0.305
N: 6.2782 -0.9338 -2.7694  -0.148
H: -1.0468 -3.9059 -5.7671  0.296
H: -3.1803 0.2390 5.8877  0.273
O: -2.9966 1.8430 -1.0883  -0.691
O: -4.8223 -1.6237 4.3952  -0.639
C: 3.1644 -0.0124 4.4388  -1.485
H: 0.5192 2.2387 -7.7837  0.198
H: 3.3437 -2.1640 1.4256  0.298
H: -4.0757 4.7009 7.2721  0.290
H: -5.3907 -1.6964 1.9380  0.283
H: -2.1550 -1.1650 -4.0431  0.387
O: 0.8381 0.1268 3.8927  -0.571
H: -4.8538 -3.3852 1.8497  0.408
C: 3.4337 -1.1088 1.6973  -0.926
H: -4.9281 3.6759 6.1013  0.330
O: -1.8812 4.2227 6.1225  -0.673
O: 5.1776 -2.2059 -1.2788  -0.639
C: -0.0325 -1.4273 -4.0034  0.806
C: -1.1313 1.4043 1.9796  -0.649
H: 4.1407 -1.9651 -4.1857  0.413
C: -1.3361 -1.1382 -3.3182  -1.270
H: 0.6374 4.4132 -6.7137  0.204
N: 0.1105 -2.6384 -4.6220  -0.159
C: -2.0474 1.9400 -0.3144  0.719
H: -1.5104 -1.8667 -2.5207  0.508
H: 2.8441 0.4050 5.3976  0.297
H: -0.6038 3.4906 -0.0190  0.480
H: -4.2835 2.9743 7.6238  0.337
H: -1.3175 -3.6923 3.3707  0.248
C: 3.9322 -1.5246 -3.2061  -0.933
H: 3.6338 -0.9831 4.6246  0.387
C: 1.9743 -0.1798 3.5400  0.821
C: 6.4497 -0.1623 -3.9787  -0.764
N: -2.6626 2.2026 5.5224  -0.008
H: 1.3359 -0.7772 1.7396  0.174
C: -4.5548 -2.3728 2.1376  -1.281
H: -3.8199 0.9351 4.3773  0.171
C: 5.1572 -1.5897 -2.3415  0.563
C: -3.6256 1.1293 5.4356  -0.765
H: -3.6968 -2.0462 1.5425  0.290
H: 3.1225 -2.0916 -2.7381  0.226
H: 4.2809 -0.9769 2.3702  0.356

Cartesian forces (eV/Å) of the 6 atoms listed first:
N 0.0112 0.4547 -1.1856
H 0.0972 -0.0966 0.1793
C -0.0540 0.2581 1.1077
H -0.0430 -0.0358 -0.2854
H -0.1072 1.1662 -2.4187
H -0.1870 -0.0834 0.0128